(1)
{"formula": "C16H16N2Ti", "method": "ωB97M-V with the def2-TZVPD basis set", "s2": 0.75, "spin_multiplicity": 2, "lumo_ev": [-12.98, -12.81], "homo_lumo_gap_ev": [6.3, 6.5], "charge": 3, "elements": ["Ti", "C", "C", "C", "C", "C", "C", "C", "H", "H", "H", "H", "H", "H", "H", "H", "N", "C", "C", "C", "C", "C", "C", "C", "C", "N", "C", "H", "H", "H", "H", "H", "H", "H", "H"], "xyz": [[-0.1031, -0.0016, 0.1506], [-3.7892, -0.0137, -0.5277], [-2.5772, -0.0072, 0.3302], [-2.0029, -1.2196, 0.8012], [-1.0614, -1.2168, 1.8614], [-0.6240, 0.0054, 2.4133], [-1.0667, 1.2213, 1.8515], [-2.0100, 1.2116, 0.7931], [-4.6635, -0.0125, 0.1366], [-3.8758, -0.9117, -1.1385], [-3.8797, 0.8785, -1.1465], [-2.4403, -2.1618, 0.4889], [-0.7960, -2.1532, 2.3401], [-0.0357, 0.0103, 3.3238], [-0.8046, 2.1625, 2.3225], [-2.4528, 2.1492, 0.4748], [-0.1612, 0.0040, -1.9065], [1.2660, -0.0067, -2.3270], [1.6378, -0.0157, -3.6478], [2.9984, -0.0226, -3.9968], [3.9619, -0.0194, -3.0234], [3.6044, -0.0106, -1.6554], [4.5434, -0.0065, -0.6050], [4.1189, 0.0018, 0.7131], [2.7671, 0.0054, 0.9915], [1.8213, 0.0017, 0.0235], [2.2322, -0.0052, -1.3059], [-0.6228, -0.7959, -2.3458], [-0.6078, 0.8172, -2.3371], [0.8892, -0.0169, -4.4331], [3.2735, -0.0297, -5.0427], [5.0120, -0.0235, -3.2895], [5.6024, -0.0098, -0.8390], [4.8307, 0.0052, 1.5268], [2.4280, 0.0110, 2.0195]], "forces_ev_per_angstrom": [[0.042, -0.008, 0.140], [-0.129, 0.001, -0.250], [-0.043, -0.007, 0.421], [-0.385, 0.234, 0.402], [-0.634, 0.311, 0.476], [-0.685, 0.000, 0.431], [-0.640, -0.309, 0.493], [-0.368, -0.228, 0.399], [0.062, 0.000, 0.062], [0.055, 0.011, -0.013], [0.055, -0.011, -0.013], [0.210, -0.055, -0.189], [0.276, -0.052, -0.198], [0.247, 0.000, -0.142], [0.274, 0.052, -0.198], [0.211, 0.055, -0.190], [0.195, 0.004, -1.177], [0.227, -0.001, -0.077], [-0.118, 0.001, 0.101], [0.111, -0.001, 0.000], [0.065, 0.000, -0.078], [-0.241, -0.001, 0.149], [-0.080, 0.000, -0.061], [0.008, 0.000, 0.002], [0.194, 0.000, 0.064], [1.263, 0.008, -0.258], [0.038, -0.003, -0.382], [-0.065, -0.091, 0.013], [-0.063, 0.091, 0.011], [-0.008, 0.000, 0.017], [0.011, 0.000, 0.006], [-0.008, 0.000, -0.001], [0.002, 0.000, 0.017], [-0.022, 0.000, 0.025], [-0.058, 0.001, -0.001]], "lowdin_spin": [0.899, -0.001, 0.006, 0.023, 0.009, 0.005, 0.009, 0.023, -0.001, 0.000, 0.000, 0.001, 0.000, 0.000, 0.000, 0.001, 0.013, 0.002, -0.002, 0.002, 0.001, 0.001, 0.006, -0.002, 0.006, -0.006, -0.002, 0.003, 0.003, 0.000, 0.000, 0.000, 0.000, 0.000, 0.000]}

(2)
{"formula": "C16H16N4OS", "method": "ωB97M-V with the def2-TZVPD basis set", "e_above_lowest_kcal_mol": 76.8, "spin_multiplicity": 1, "smiles": "COc1ccc(-c2nnc(SCc3ccccc3)n2N)cc1", "lumo_ev": 0.54, "homo_lumo_gap_ev": 8.8, "charge": 0, "elements": ["C", "O", "C", "C", "C", "C", "C", "N", "N", "C", "S", "C", "C", "C", "C", "C", "C", "C", "N", "N", "C", "C", "H", "H", "H", "H", "H", "H", "H", "H", "H", "H", "H", "H", "H", "H", "H", "H"], "xyz": [[-6.2421, -0.9232, -0.2425], [-5.4780, -0.0522, 0.5576], [-4.1813, 0.1716, 0.2240], [-3.5177, -0.4141, -0.8516], [-2.1896, -0.1186, -1.0879], [-1.4927, 0.7584, -0.2628], [-0.0939, 1.0228, -0.5472], [0.4335, 1.1371, -1.7450], [1.7421, 1.3457, -1.6203], [2.0311, 1.3320, -0.3487], [3.6089, 1.4130, 0.3946], [4.1716, -0.2731, -0.1227], [3.0303, -1.2245, 0.0034], [2.5881, -1.6304, 1.2577], [1.4556, -2.4135, 1.3799], [0.7488, -2.7945, 0.2512], [1.1908, -2.4053, -1.0015], [2.3264, -1.6251, -1.1267], [0.8943, 1.1450, 0.3886], [0.8485, 0.9460, 1.7603], [-2.1670, 1.3627, 0.7990], [-3.4914, 1.0711, 1.0396], [-5.8298, -1.9372, -0.2394], [-6.3144, -0.5617, -1.2729], [-7.2347, -0.9375, 0.2046], [-4.0263, -1.0996, -1.5104], [-1.6696, -0.5641, -1.9207], [4.9947, -0.5045, 0.5515], [4.5279, -0.1909, -1.1482], [3.1243, -1.3091, 2.1387], [1.1167, -2.7170, 2.3595], [-0.1465, -3.3912, 0.3484], [0.6446, -2.6980, -1.8858], [2.6548, -1.3028, -2.1038], [-0.0968, 0.6995, 2.0366], [1.1728, 1.7710, 2.2583], [-1.6748, 2.1010, 1.4173], [-4.0239, 1.5363, 1.8539]], "forces_ev_per_angstrom": [[-0.129, -0.154, -0.138], [0.215, 0.198, 0.155], [0.185, 0.102, 0.038], [-0.383, -0.064, 0.032], [0.204, 0.174, 0.214], [-0.321, -0.135, 0.028], [0.347, 0.152, 0.253], [-1.139, -0.182, -0.256], [1.001, 0.255, -0.048], [0.312, 0.148, 0.667], [0.106, 0.001, -0.220], [-0.083, 0.394, 0.056], [0.017, -0.280, 0.021], [0.077, -0.105, -0.119], [0.026, -0.036, 0.091], [-0.088, -0.046, 0.000], [-0.069, -0.026, -0.064], [0.101, -0.049, 0.052], [-0.096, 0.180, -0.807], [0.042, -0.152, 0.551], [-0.069, -0.041, -0.142], [-0.223, -0.128, -0.003], [-0.008, 0.045, -0.012], [0.014, -0.021, 0.035], [0.060, -0.034, -0.073], [-0.074, -0.062, -0.041], [0.053, -0.077, -0.092], [0.049, -0.051, -0.053], [0.042, -0.100, 0.077], [0.033, 0.056, 0.099], [-0.031, -0.033, 0.085], [-0.067, -0.062, 0.009], [-0.055, -0.032, -0.084], [0.026, 0.057, -0.068], [0.173, 0.056, -0.132], [-0.235, -0.037, -0.225], [0.057, 0.030, 0.028], [-0.071, 0.061, 0.087]], "lowdin_charge": [-0.086, -0.080, -0.274, -0.007, -0.013, -0.168, -0.267, 0.075, 0.029, -0.669, 0.935, -0.382, -0.326, -0.070, -0.092, -0.093, -0.083, -0.059, -0.068, 0.121, -0.041, 0.002, 0.096, 0.097, 0.094, 0.105, 0.114, 0.077, 0.079, 0.113, 0.101, 0.099, 0.103, 0.114, 0.089, 0.101, 0.113, 0.119]}

(3)
{"formula": "C16H17AsCdN10O7S4", "method": "ωB97M-V with the def2-TZVPD basis set", "e_above_lowest_kcal_mol": 0.0, "spin_multiplicity": 1, "lumo_ev": 4.37, "homo_lumo_gap_ev": 6.5, "charge": -2, "elements": ["Cd", "N", "N", "C", "N", "S", "H", "H", "H", "H", "H", "O", "As", "O", "O", "C", "C", "C", "C", "C", "C", "S", "O", "O", "O", "H", "H", "H", "H", "H", "S", "C", "C", "C", "C", "N", "C", "C", "C", "S", "C", "N", "H", "H", "O", "H", "H", "N", "N", "N", "C", "N", "N", "H", "H", "H"], "xyz": [[-0.8039, -0.7116, 0.5413], [1.8302, -0.2982, 2.0474], [1.8382, 1.0065, 2.5648], [0.7500, 1.4710, 3.2224], [0.7848, 2.8260, 3.4315], [-0.5164, 0.5125, 3.7309], [2.5397, -0.8577, 2.5091], [2.0143, -0.2691, 1.0458], [2.3463, 1.7021, 2.0229], [1.1388, 3.3501, 2.6273], [-0.1045, 3.1586, 3.7768], [-0.1285, 3.3396, -1.7073], [-0.0212, 2.8580, -0.0203], [1.1739, 3.7664, 0.6636], [0.1847, 1.2138, 0.0935], [-1.7024, 3.3912, 0.8050], [-1.6012, 4.4502, 1.7022], [-2.6830, 4.8317, 2.4795], [-3.8850, 4.1501, 2.3698], [-4.0101, 3.1174, 1.4557], [-2.9274, 2.7464, 0.6672], [-3.2355, 1.4391, -0.5124], [-2.2938, 1.6644, -1.6142], [-4.6251, 1.5660, -0.8831], [-2.9480, 0.1861, 0.2088], [-0.8129, 2.7769, -2.0926], [-0.6486, 4.9590, 1.7828], [-2.5823, 5.6515, 3.1809], [-4.7284, 4.4300, 2.9889], [-4.9465, 2.5950, 1.3238], [-1.7947, -2.5888, 1.9775], [-0.2482, -3.2455, 2.4204], [-0.0844, -3.7821, 3.7010], [1.1019, -4.3638, 4.1230], [1.1880, -4.9355, 5.4361], [1.2494, -5.4069, 6.4847], [2.1958, -4.4009, 3.2449], [2.0584, -3.8561, 1.9752], [0.8652, -3.2861, 1.5253], [0.7873, -2.6740, -0.1019], [3.4477, -4.9812, 3.6354], [4.4618, -5.4405, 3.9300], [-0.9225, -3.7406, 4.3832], [2.9040, -3.8790, 1.3004], [-1.5024, -0.9944, -2.1390], [-1.6052, -0.0247, -2.1212], [-2.3554, -1.3110, -1.8205], [4.2109, 2.1730, -3.3946], [3.4618, 1.2320, -2.7013], [2.5092, 0.5354, -3.2648], [2.0724, -0.1810, -2.2342], [2.7481, 0.0984, -1.1089], [3.6418, 0.9934, -1.4284], [4.7955, 1.6716, -4.0575], [4.7885, 2.6284, -2.6951], [1.2637, -0.8872, -2.2931]], "forces_ev_per_angstrom": [[0.250, -0.373, 0.325], [-0.001, 0.124, -0.054], [0.082, 0.064, -0.127], [-0.074, -0.064, -0.149], [-0.050, -0.075, 0.005], [0.030, 0.061, 0.122], [-0.097, 0.071, -0.039], [0.027, 0.034, 0.027], [-0.074, -0.144, 0.107], [-0.029, 0.102, -0.047], [0.096, -0.023, -0.062], [0.303, 0.070, 0.154], [0.209, 0.132, 0.037], [-0.083, -0.082, 0.045], [-0.151, -0.115, -0.129], [0.028, -0.110, 0.003], [0.035, 0.018, 0.018], [0.012, 0.020, 0.017], [-0.025, -0.010, 0.000], [0.034, 0.059, -0.047], [-0.107, 0.037, -0.004], [-0.044, -0.144, 0.112], [-0.119, 0.014, -0.022], [0.020, 0.019, -0.003], [-0.034, 0.228, -0.204], [-0.257, -0.103, -0.085], [0.028, -0.011, 0.019], [0.001, 0.007, -0.008], [-0.013, -0.015, -0.004], [-0.035, -0.005, 0.008], [-0.068, 0.131, 0.043], [0.049, -0.037, -0.112], [-0.056, 0.022, -0.012], [-0.014, -0.063, 0.084], [0.028, 0.041, -0.092], [-0.014, -0.012, 0.054], [0.090, -0.022, 0.040], [0.007, -0.012, -0.034], [-0.070, -0.015, 0.002], [0.036, 0.071, -0.068], [-0.087, 0.041, -0.024], [0.043, -0.031, 0.006], [-0.004, 0.005, 0.012], [0.003, 0.005, -0.013], [0.177, 0.149, 0.039], [-0.109, -0.052, -0.054], [0.011, -0.057, 0.023], [-0.014, 0.027, -0.125], [0.034, -0.024, 0.033], [-0.199, -0.034, -0.093], [0.049, 0.099, -0.008], [0.109, -0.054, 0.139], [0.076, 0.059, 0.039], [0.056, 0.049, 0.136], [-0.029, -0.033, -0.050], [-0.064, -0.040, 0.020]], "lowdin_charge": [1.168, -0.002, -0.094, -0.961, 0.061, 0.532, 0.085, 0.002, 0.127, 0.042, 0.055, -0.254, 0.852, -0.498, -0.577, -0.222, -0.114, -0.091, -0.083, -0.060, -0.253, 0.461, -0.385, -0.318, -0.447, -0.003, 0.092, 0.096, 0.097, 0.110, 0.404, -0.772, -0.087, -0.215, -0.201, 0.125, -0.220, -0.104, -0.770, 0.444, -0.205, 0.123, 0.102, 0.100, -0.136, -0.012, 0.029, 0.106, -0.317, 0.118, -0.227, 0.016, 0.054, 0.082, 0.084, 0.060]}

no.,largest force on an atom (eV Å⁻¹)
1,1.3
2,1.2
3,0.6